Computed, not measured: 7 unconnected molecules or ions with the total composition C45H92N5O8 at a distorted geometry, with wB97M-V/def2-TZVPD.

As for the charge: +3. The calculation puts the orbital gap at 2.3 eV. The multiplicity is 1. As for the HOMO energy: -12.37 eV. The total energy comes out at -2643.8132 Ha.

Bonds (Å) are listed after each position.
Element x y z (Å)
1 O -15.82 0.25 -7.71  H2 0.977
2 H -14.97 0.20 -7.22  O1 0.977
3 C -21.46 -3.70 -7.98  C4 1.563, H14 1.090, H15 1.090, H16 1.090
4 C -21.33 -4.90 -8.96  C3 1.563, C5 1.602, N9 1.497, C13 1.532
5 C -20.57 -4.36 -10.27  C4 1.602, C6 1.552, H17 1.090, H18 1.090
6 C -19.06 -4.03 -10.15  C5 1.552, C7 1.527, H19 1.090, H20 1.090
7 C -18.32 -5.26 -9.65  C6 1.527, C8 1.591, H21 1.090, H22 1.090
8 C -18.97 -5.80 -8.30  C7 1.591, N9 1.517, C11 1.558, C12 1.527
9 N -20.47 -6.00 -8.41  C4 1.497, C8 1.517, O10 1.442
10 O -21.10 -7.26 -8.09  N9 1.442
11 C -18.60 -4.97 -7.04  C8 1.558, H23 1.090, H24 1.090, H25 1.090
12 C -18.45 -7.22 -8.09  C8 1.527, H26 1.090, H27 1.090, H28 1.090
13 C -22.70 -5.39 -9.46  C4 1.532, H29 1.090, H30 1.090, H31 1.090
14 H -22.26 -3.88 -7.26  C3 1.090
15 H -21.64 -2.82 -8.59  C3 1.090
16 H -20.60 -3.46 -7.36  C3 1.090
17 H -21.04 -3.44 -10.60  C5 1.090
18 H -20.63 -5.15 -11.01  C5 1.090
19 H -19.04 -3.28 -9.36  C6 1.090
20 H -18.48 -3.62 -10.98  C6 1.090
21 H -17.27 -5.10 -9.40  C7 1.090
22 H -18.12 -5.93 -10.49  C7 1.090
23 H -17.72 -5.45 -6.62  C11 1.090
24 H -19.43 -4.82 -6.35  C11 1.090
25 H -18.44 -3.91 -7.24  C11 1.090
26 H -17.38 -7.30 -7.90  C12 1.090
27 H -18.72 -7.88 -8.92  C12 1.090
28 H -18.92 -7.68 -7.22  C12 1.090
29 H -23.41 -4.57 -9.55  C13 1.090
30 H -23.26 -5.82 -8.63  C13 1.090
31 H -22.73 -6.15 -10.23  C13 1.090
32 C -18.54 1.64 -6.35  C33 1.556, H43 1.090, H44 1.090, H45 1.090
33 C -19.40 0.52 -7.00  C32 1.556, C34 1.540, N38 1.546, C42 1.578
34 C -20.79 0.98 -7.49  C33 1.540, C35 1.582, H46 1.090, H47 1.090
35 C -20.93 1.80 -8.84  C34 1.582, C36 1.459, H48 1.090, H49 1.090
36 C -20.40 0.92 -9.88  C35 1.459, C37 1.545, H50 1.090, H51 1.090
37 C -18.90 0.65 -9.65  C36 1.545, N38 1.579, C40 1.531, C41 1.616
38 N -18.66 -0.03 -8.24  C33 1.546, C37 1.579, O39 1.395
39 O -18.18 -1.34 -8.22  N38 1.395
40 C -18.04 1.92 -9.69  C37 1.531, H52 1.090, H53 1.090, H54 1.090
41 C -18.45 -0.27 -10.90  C37 1.616, H55 1.090, H56 1.090, H57 1.090
42 C -19.68 -0.51 -5.83  C33 1.578, H58 1.090, H59 1.090, H60 1.090
43 H -18.93 1.79 -5.35  C32 1.090
44 H -18.50 2.57 -6.91  C32 1.090
45 H -17.57 1.15 -6.24  C32 1.090
46 H -21.14 1.63 -6.68  C34 1.090
47 H -21.47 0.14 -7.45  C34 1.090
48 H -20.49 2.79 -8.73  C35 1.090
49 H -21.95 1.89 -9.21  C35 1.090
50 H -20.50 1.44 -10.84  C36 1.090
51 H -20.94 -0.02 -9.98  C36 1.090
52 H -16.99 1.75 -9.46  C40 1.090
53 H -18.44 2.65 -8.98  C40 1.090
54 H -18.07 2.43 -10.65  C40 1.090
55 H -19.09 -1.14 -10.99  C41 1.090
56 H -17.39 -0.49 -11.02  C41 1.090
57 H -18.56 0.36 -11.79  C41 1.090
58 H -18.76 -0.75 -5.30  C42 1.090
59 H -19.99 -1.48 -6.20  C42 1.090
60 H -20.41 -0.11 -5.12  C42 1.090
61 C -14.47 -1.77 -2.95  C62 1.547, H72 1.090, H73 1.090, H74 1.090
62 C -14.31 -1.06 -4.31  C61 1.547, C63 1.568, N67 1.449, C71 1.599
63 C -12.80 -0.98 -4.73  C62 1.568, C64 1.514, H75 1.090, H76 1.090
64 C -12.22 -2.33 -5.10  C63 1.514, C65 1.521, H77 1.090, H78 1.090
65 C -12.89 -2.82 -6.38  C64 1.521, C66 1.562, H79 1.090, H80 1.090
66 C -14.42 -3.01 -6.12  C65 1.562, N67 1.554, C69 1.548, C70 1.521
67 N -15.03 -1.85 -5.29  C62 1.449, C66 1.554, O68 1.397
68 O -16.42 -1.80 -5.27  N67 1.397
69 C -14.68 -4.31 -5.32  C66 1.548, H81 1.090, H82 1.090, H83 1.090
70 C -15.05 -2.92 -7.50  C66 1.521, H84 1.090, H85 1.090, H86 1.090
71 C -14.72 0.49 -4.32  C62 1.599, H87 1.090, H88 1.090, H89 1.090
72 H -15.48 -1.79 -2.56  C61 1.090
73 H -13.83 -1.34 -2.18  C61 1.090
74 H -14.14 -2.79 -3.14  C61 1.090
75 H -12.22 -0.56 -3.91  C63 1.090
76 H -12.53 -0.32 -5.55  C63 1.090
77 H -12.20 -3.10 -4.33  C64 1.090
78 H -11.14 -2.26 -5.24  C64 1.090
79 H -12.29 -3.65 -6.76  C65 1.090
80 H -12.74 -1.98 -7.06  C65 1.090
81 H -13.89 -4.69 -4.68  C69 1.090
82 H -14.56 -5.18 -5.96  C69 1.090
83 H -15.72 -4.23 -4.98  C69 1.090
84 H -14.55 -2.20 -8.15  C70 1.090
85 H -16.09 -2.60 -7.52  C70 1.090
86 H -15.07 -3.91 -7.96  C70 1.090
87 H -15.78 0.69 -4.22  C71 1.090
88 H -14.53 0.97 -5.28  C71 1.090
89 H -14.49 1.12 -3.46  C71 1.090
90 C -17.73 6.92 -7.47  C91 1.587, H101 1.090, H102 1.090, H103 1.090
91 C -17.20 6.53 -6.02  C90 1.587, C92 1.557, N96 1.535, C100 1.524
92 C -17.85 5.17 -5.66  C91 1.557, C93 1.497, H104 1.090, H105 1.090
93 C -17.24 4.47 -4.48  C92 1.497, C94 1.534, H106 1.090, H107 1.090
94 C -15.73 4.20 -4.58  C93 1.534, C95 1.568, H108 1.090, H109 1.090
95 C -15.04 4.85 -5.83  C94 1.568, N96 1.600, C98 1.572, C99 1.518
96 N -15.68 6.29 -6.13  C91 1.535, C95 1.600, O97 1.373
97 O -14.97 7.23 -6.83  N96 1.373
98 C -15.21 4.00 -7.14  C95 1.572, H110 1.090, H111 1.090, H112 1.090
99 C -13.56 4.96 -5.52  C95 1.518, H113 1.090, H114 1.090, H115 1.090
100 C -17.55 7.67 -5.07  C91 1.524, H116 1.090, H117 1.090, H118 1.090
101 H -18.78 6.84 -7.75  C90 1.090
102 H -17.24 6.36 -8.26  C90 1.090
103 H -17.53 7.95 -7.77  C90 1.090
104 H -17.76 4.52 -6.53  C92 1.090
105 H -18.92 5.34 -5.59  C92 1.090
106 H -17.62 3.45 -4.42  C93 1.090
107 H -17.56 4.86 -3.52  C93 1.090
108 H -15.61 3.14 -4.35  C94 1.090
109 H -15.30 4.53 -3.63  C94 1.090
110 H -15.01 2.93 -7.08  C98 1.090
111 H -14.57 4.43 -7.91  C98 1.090
112 H -16.16 4.03 -7.66  C98 1.090
113 H -13.49 5.66 -4.68  C99 1.090
114 H -12.93 5.26 -6.36  C99 1.090
115 H -13.20 4.02 -5.11  C99 1.090
116 H -16.79 8.44 -5.19  C100 1.090
117 H -17.60 7.14 -4.12  C100 1.090
118 H -18.56 8.00 -5.34  C100 1.090
119 C -11.21 0.69 -7.83  C120 1.538, H128 1.090, H129 1.090, H130 1.090
120 C -12.39 1.00 -8.76  C119 1.538, C121 1.580, H131 1.090, H132 1.090
121 C -12.01 1.57 -10.18  C120 1.580, N122 1.542, H133 1.090, H134 1.090
122 N -13.21 1.97 -11.06  C121 1.542, C123 1.593, C124 1.551, C127 1.550
123 C -14.16 2.87 -10.15  N122 1.593, H135 1.090, H136 1.090, H137 1.090
124 C -13.99 0.73 -11.59  N122 1.551, C125 1.595, H138 1.090, H139 1.090
125 C -13.83 0.75 -13.18  C124 1.595, C126 1.510, H140 1.090, H141 1.090
126 C -13.73 2.24 -13.43  C125 1.510, C127 1.502, H142 1.090, H143 1.090
127 C -12.76 2.67 -12.37  N122 1.550, C126 1.502, H144 1.090, H145 1.090
128 H -11.14 1.43 -7.04  C119 1.090
129 H -10.24 0.72 -8.34  C119 1.090
130 H -11.03 -0.27 -7.34  C119 1.090
131 H -12.99 1.68 -8.15  C120 1.090
132 H -12.96 0.07 -8.85  C120 1.090
133 H -11.50 0.84 -10.81  C121 1.090
134 H -11.47 2.51 -10.20  C121 1.090
135 H -14.79 3.24 -10.95  C123 1.090
136 H -13.54 3.68 -9.78  C123 1.090
137 H -14.68 2.28 -9.39  C123 1.090
138 H -15.04 0.83 -11.33  C124 1.090
139 H -13.69 -0.20 -11.12  C124 1.090
140 H -14.75 0.38 -13.61  C125 1.090
141 H -13.01 0.07 -13.42  C125 1.090
142 H -14.63 2.81 -13.24  C126 1.090
143 H -13.20 2.52 -14.34  C126 1.090
144 H -12.92 3.74 -12.24  C127 1.090
145 H -11.69 2.45 -12.43  C127 1.090
146 O -17.92 1.39 -2.70  C147 1.327, H150 0.960
147 C -18.11 0.45 -1.78  O146 1.327, O148 1.234, O149 1.218
148 O -17.51 -0.56 -2.14  C147 1.234
149 O -18.76 0.51 -0.75  C147 1.218
150 H -17.43 0.86 -3.33  O146 0.960